C3H11N2 | ωB97M-V with the def2-TZVPD basis set

The geometry in XYZ format:
```
16
Properties=species:S:1:pos:R:3:nbo_charge:R:1
C -0.88 2.41 -1.01 0.02
N 0.19 1.81 -0.62 -0.70
H -0.98 3.49 -0.92 0.19
H -1.60 1.78 -1.50 0.17
H 0.64 0.08 0.13 0.48
H 0.87 2.57 -0.43 0.36
C 1.17 -1.70 1.26 -0.41
N 0.47 -0.95 0.17 -0.52
C -1.00 -1.23 0.08 -0.42
H 0.67 -1.42 2.18 0.23
H 1.07 -2.71 0.93 0.23
H 2.21 -1.38 1.35 0.24
H 0.88 -1.22 -0.73 0.42
H -1.40 -0.95 1.05 0.23
H -1.21 -2.27 -0.19 0.24
H -1.36 -0.64 -0.75 0.23
```

As for the total charge: +1. The energy above the lowest of the compared OMol25 structures with the same formula, charge and spin comes out at 29.2 kcal per mole. The HOMO-LUMO gap is 11.924 eV. As for the energy: -230.13580 Ha. Its spin multiplicity is 1. The strongest force on any atom comes out at 1.8 eV/A. The molecular weight comes out at 75.135 g mol⁻¹.